{"formula": "C15H48BNO5", "method": "ωB97M-V/def2-TZVPD", "symbols": ["N", "H", "H", "H", "H", "B", "H", "H", "H", "H", "C", "C", "C", "O", "H", "H", "H", "H", "H", "H", "H", "H", "C", "C", "C", "O", "H", "H", "H", "H", "H", "H", "H", "H", "C", "C", "C", "O", "H", "H", "H", "H", "H", "H", "H", "H", "C", "C", "C", "O", "H", "H", "H", "H", "H", "H", "H", "H", "C", "C", "C", "O", "H", "H", "H", "H", "H", "H", "H", "H"], "coordinates": [[-3.518030, -22.781980, 21.981730], [-3.213820, -21.829020, 21.842340], [-3.885760, -23.128500, 21.107200], [-4.293800, -22.881030, 22.620840], [-2.816940, -23.433390, 22.304580], [-5.390390, -22.671460, 24.271440], [-6.257360, -22.629970, 24.912450], [-4.705370, -21.854840, 24.439120], [-4.876520, -23.615770, 24.363460], [-5.746370, -22.603260, 23.255140], [-9.524190, -23.117250, 21.467270], [-8.793710, -22.839950, 22.766530], [-9.650560, -22.831360, 24.006680], [-7.866290, -23.861760, 22.967380], [-10.196050, -23.975150, 21.494220], [-8.846640, -23.225620, 20.620340], [-10.159260, -22.271350, 21.204160], [-8.257410, -21.891720, 22.730030], [-10.446390, -22.089750, 24.075610], [-9.047070, -22.596530, 24.883470], [-10.098560, -23.823030, 24.069840], [-7.139440, -23.589100, 23.532140], [-4.568960, -18.539070, 24.411550], [-5.913520, -18.996510, 23.985810], [-5.903770, -19.684230, 22.605330], [-6.224340, -19.984420, 24.882240], [-3.885110, -19.368530, 24.591690], [-4.606780, -17.911720, 25.302110], [-4.148940, -17.980510, 23.575070], [-6.589760, -18.143090, 24.035720], [-5.050960, -20.356620, 22.511990], [-5.790410, -18.981880, 21.779520], [-6.835740, -20.206620, 22.389380], [-5.787500, -20.813910, 24.675540], [-6.434080, -22.173900, 19.100590], [-5.749560, -23.457630, 19.604430], [-6.166130, -24.755840, 18.896390], [-4.380800, -23.246780, 19.405150], [-6.001780, -21.831610, 18.160340], [-6.397690, -21.368510, 19.834160], [-7.503140, -22.312500, 18.939290], [-6.010570, -23.557400, 20.658010], [-7.156800, -25.105450, 19.186990], [-5.552250, -25.613310, 19.172090], [-6.024220, -24.664450, 17.819540], [-4.316340, -22.916520, 18.506050], [-5.836870, -26.310780, 25.482140], [-4.420320, -26.856610, 25.495300], [-4.304550, -28.238430, 24.917980], [-3.737470, -25.891330, 24.796840], [-6.311480, -26.186130, 24.508850], [-5.915210, -25.310880, 25.908940], [-6.513660, -26.976880, 26.017270], [-4.031150, -26.872050, 26.513340], [-3.278370, -28.598210, 24.992940], [-4.633910, -28.242110, 23.878930], [-4.957270, -28.918950, 25.464730], [-4.273660, -25.095620, 24.766110], [-3.144430, -21.030900, 27.389400], [-3.751640, -22.396160, 27.056920], [-3.440570, -23.463980, 28.137020], [-5.137190, -22.264700, 27.090660], [-3.405060, -20.659510, 28.380480], [-3.412460, -20.298880, 26.627550], [-2.061240, -21.037960, 27.267950], [-3.314250, -22.711750, 26.109720], [-4.108160, -23.358260, 28.992160], [-2.437140, -23.372500, 28.552780], [-3.506720, -24.480630, 27.749540], [-5.436210, -22.193550, 26.181200]], "forces_ev_per_a": [[0.4, -0.8, -0.4], [0.2, 0.2, 0.3], [0.2, -0.1, -1.2], [-1.1, 0.6, 1.4], [0.6, 0.1, 0.1], [0.2, -0.4, -0.3], [-3.1, 0.0, 2.1], [2.8, 2.8, 0.6], [2.0, -3.4, 0.5], [-1.3, 0.5, -4.0], [-0.4, 0.6, -0.3], [0.0, 0.4, 0.4], [-0.8, 0.3, 0.4], [0.6, -1.6, -0.9], [0.2, -0.2, 0.3], [0.2, -0.2, 0.2], [-0.1, 0.2, 0.1], [0.0, 0.3, -0.4], [-0.2, 0.1, -0.6], [0.2, -0.4, 0.0], [0.0, 0.0, 0.4], [-0.1, 0.3, 0.2], [1.4, 1.2, -0.9], [0.8, -1.3, -1.0], [0.0, 1.3, -0.8], [-2.5, -0.3, 2.1], [-0.2, -0.2, 0.1], [0.0, -0.1, 0.0], [0.4, 0.5, 0.1], [-0.5, -0.3, 0.0], [-0.1, -0.2, 0.3], [0.1, 0.4, 0.0], [0.1, -0.2, 0.4], [0.1, 0.1, -0.2], [-1.0, -0.4, 0.3], [-1.9, 0.0, -0.8], [0.1, -0.1, 0.2], [1.3, -0.1, 0.5], [0.1, 0.0, -0.1], [0.4, 0.0, 0.0], [0.0, -0.2, -0.2], [0.5, 0.0, 0.3], [-0.3, 0.5, -0.4], [0.5, 0.3, 0.3], [-0.5, 0.1, -0.1], [0.5, 0.1, -0.1], [-1.4, -0.8, 0.8], [-1.8, 0.5, 0.5], [0.0, -0.1, -0.3], [2.5, 0.8, -1.6], [0.5, -0.3, -0.5], [0.2, -0.1, 0.4], [-0.1, 0.1, 0.3], [-0.1, -0.1, 0.4], [0.0, -0.1, -0.1], [0.1, 0.0, -0.1], [0.1, 0.0, 0.1], [0.1, 0.2, 0.0], [0.7, 0.0, -0.6], [0.9, 0.1, 2.1], [0.6, 0.2, -0.1], [-0.6, -0.2, -0.3], [-0.1, -0.1, -0.1], [-0.6, 0.1, 0.1], [0.3, -0.3, 0.4], [-0.4, -0.2, -0.3], [-0.2, 0.1, -0.2], [0.2, 0.1, -0.2], [-0.3, 0.0, -0.1], [-0.4, 0.1, 0.1]], "nbo_charge": [-0.89, 0.44, 0.46, 0.49, 0.44, -0.89, 0.04, 0.00, -0.03, -0.01, -0.61, 0.09, -0.63, -0.77, 0.21, 0.20, 0.21, 0.16, 0.20, 0.22, 0.21, 0.51, -0.61, 0.10, -0.63, -0.77, 0.20, 0.22, 0.19, 0.17, 0.17, 0.20, 0.22, 0.52, -0.64, 0.07, -0.64, -0.76, 0.19, 0.22, 0.23, 0.20, 0.23, 0.22, 0.20, 0.49, -0.65, 0.10, -0.62, -0.76, 0.21, 0.22, 0.21, 0.15, 0.21, 0.20, 0.21, 0.49, -0.62, 0.09, -0.62, -0.75, 0.21, 0.21, 0.19, 0.16, 0.22, 0.19, 0.21, 0.50], "de_lowest_ev": 0.000, "homo_lumo_gap_ev": 8.7, "energy_ha": -1055.92936, "e_lumo_ev": -0.3}


{"formula": "C15H48N12O9", "method": "ωB97M-V/def2-TZVPD", "symbols": ["C", "O", "N", "N", "H", "H", "H", "H", "C", "O", "N", "N", "H", "H", "H", "H", "C", "O", "N", "N", "H", "H", "H", "H", "C", "O", "N", "N", "H", "H", "H", "H", "C", "O", "N", "N", "H", "H", "H", "H", "C", "O", "N", "N", "H", "H", "H", "H", "C", "C", "C", "O", "H", "H", "H", "H", "H", "H", "H", "H", "C", "C", "C", "O", "H", "H", "H", "H", "H", "H", "H", "H", "C", "C", "C", "O", "H", "H", "H", "H", "H", "H", "H", "H"], "coordinates": [[-5.239485, 9.671812, 9.455241], [-6.178766, 8.945841, 9.216138], [-4.378127, 9.413900, 10.432738], [-5.055066, 10.775619, 8.837392], [-4.698040, 8.680022, 11.048511], [-3.617640, 10.063144, 10.574985], [-5.561131, 11.105102, 8.027807], [-4.353612, 11.460615, 9.079990], [-2.888809, 9.172543, 2.483308], [-3.986444, 9.440478, 1.932950], [-2.386401, 8.026263, 2.508640], [-2.237968, 10.022595, 3.176171], [-1.610047, 7.827105, 3.123223], [-2.781924, 7.455535, 1.775204], [-2.664129, 10.938281, 3.178646], [-1.544104, 9.888764, 3.897784], [-1.035719, 9.717435, 6.796209], [-1.285681, 9.130334, 5.754516], [0.091729, 9.454186, 7.389754], [-1.908680, 10.581523, 7.228648], [0.232910, 9.710594, 8.356407], [0.768539, 8.882497, 6.904777], [-2.715328, 10.751620, 6.645136], [-1.602832, 11.182203, 7.980793], [-9.091433, 11.488685, 11.143801], [-9.498369, 12.402996, 11.817104], [-8.056431, 11.486547, 10.263800], [-9.728730, 10.318408, 11.200440], [-7.646946, 12.339790, 9.911094], [-7.850189, 10.697042, 9.668628], [-10.487973, 10.235168, 11.861298], [-9.544593, 9.434577, 10.747641], [-11.309565, 13.499447, 6.777714], [-11.467823, 12.997379, 5.668683], [-12.140496, 14.265045, 7.381812], [-10.276757, 13.216194, 7.533570], [-11.814770, 14.607300, 8.274484], [-12.870188, 14.695186, 6.831702], [-9.979087, 13.838488, 8.271293], [-9.594670, 12.583216, 7.140886], [-8.334793, 16.253188, 7.736612], [-8.139640, 15.048626, 7.706140], [-7.894979, 17.104288, 8.646920], [-9.024150, 16.835292, 6.854147], [-8.079414, 18.063988, 8.391876], [-7.344396, 16.748579, 9.415319], [-9.013995, 17.807457, 6.580474], [-9.463101, 16.197956, 6.205134], [-5.580597, 18.030338, 3.800810], [-6.297959, 17.744918, 5.092683], [-5.280421, 17.599791, 6.218904], [-7.127248, 18.816083, 5.378622], [-4.891633, 17.202992, 3.630762], [-4.882494, 18.864437, 3.871800], [-6.188339, 18.051294, 2.896202], [-6.937523, 16.874779, 4.944657], [-4.600130, 18.444868, 6.324540], [-4.595566, 16.799841, 5.937560], [-5.728672, 17.341649, 7.178345], [-6.584197, 19.604186, 5.303912], [-5.579631, 13.867981, 5.596567], [-6.039917, 12.437753, 5.869832], [-4.802162, 11.483963, 5.887417], [-6.585928, 12.478075, 7.228605], [-5.280588, 14.419370, 6.487995], [-6.456492, 14.348870, 5.163025], [-4.862034, 13.999253, 4.786683], [-6.880879, 12.186757, 5.223379], [-4.678723, 11.031538, 4.903459], [-4.812984, 10.602907, 6.529076], [-3.817673, 11.907155, 6.086850], [-7.135930, 13.259633, 7.319539], [-1.891204, 14.929029, 3.181153], [-1.791055, 15.251104, 4.677548], [-1.441424, 14.060965, 5.632653], [-0.989983, 16.359183, 4.845486], [-0.939521, 14.731795, 2.687696], [-2.252485, 15.762734, 2.579074], [-2.579936, 14.133986, 2.895386], [-2.708623, 15.545167, 5.187153], [-0.486412, 13.628717, 5.333993], [-2.226668, 13.305157, 5.617001], [-1.339167, 14.435489, 6.651164], [-1.242147, 17.023237, 4.199692]], "forces_ev_per_a": [[-1.1, -2.0, 1.2], [-1.6, -1.3, -0.4], [1.1, -0.5, 1.1], [1.3, 5.1, -2.7], [0.7, 0.3, 0.2], [-0.2, -0.6, 0.6], [-0.6, -0.6, 0.7], [0.0, -0.4, 0.3], [-5.3, 2.4, -1.2], [1.1, 0.1, -0.2], [1.8, -6.2, -1.0], [1.9, 5.9, 2.5], [-0.1, -0.5, -0.6], [0.5, -0.8, 0.6], [0.1, -0.1, 0.1], [-0.1, -0.7, -0.1], [-0.6, -2.0, -3.3], [-0.3, -0.8, -1.8], [2.5, 0.3, 2.7], [-0.9, 2.1, 2.4], [0.4, -0.1, -0.3], [-0.4, 0.0, 0.2], [0.4, -0.1, 0.5], [-0.7, 0.3, -0.2], [0.0, -0.5, -0.6], [0.3, 1.7, 0.3], [1.0, 0.7, -1.1], [-1.8, -2.6, 0.5], [-0.1, 0.0, 0.6], [0.0, -0.3, 0.3], [0.3, 0.4, 0.0], [0.7, 0.5, -0.2], [0.1, -0.2, 2.2], [0.3, -0.9, -2.6], [-2.5, 2.2, 0.2], [2.5, -1.8, -0.4], [-0.9, 0.4, 0.0], [-0.2, 0.2, 0.5], [0.6, 0.2, -0.1], [0.4, -0.3, 0.3], [2.2, -0.6, 2.5], [0.0, -2.4, 0.7], [0.8, 0.3, 1.3], [-4.3, 1.5, -5.4], [0.6, 0.1, 1.1], [0.0, 0.7, -0.1], [0.2, 0.0, 0.2], [0.2, 0.4, -0.3], [1.1, -1.2, -0.7], [1.2, 0.3, -0.3], [0.4, -1.2, -0.3], [-1.8, 1.1, 0.6], [0.1, -0.3, -0.1], [-0.4, 0.5, 0.0], [-0.2, 0.4, 0.3], [0.1, -0.2, 0.4], [-0.4, 0.4, 0.0], [0.0, -0.3, 0.2], [0.0, 0.2, -0.1], [-0.1, 0.3, 0.0], [-0.9, 0.3, -1.3], [1.7, 0.6, 1.9], [-0.5, -0.9, -1.1], [-0.1, -0.7, -0.4], [0.2, -0.3, 0.0], [-0.2, 0.6, 0.3], [0.4, -0.4, 0.2], [0.6, -0.6, -0.4], [-0.1, 0.1, -0.3], [-0.7, 0.1, -0.1], [-0.5, 1.1, 0.1], [0.0, 0.5, 0.0], [-0.5, -0.1, -0.4], [-1.5, -1.3, 0.5], [1.0, 0.9, -1.0], [1.9, 0.8, 0.6], [0.3, -0.3, 0.6], [-0.2, 0.5, 0.4], [0.0, -0.3, 0.4], [-1.2, 0.0, -1.0], [0.0, -0.3, 0.1], [0.0, 0.1, -0.2], [0.0, 0.1, 0.0], [0.0, 0.0, 0.0]], "mulliken_spin": [0.00, 0.00, 0.00, 0.00, 0.00, 0.00, 0.00, 0.00, 0.00, 0.00, 0.00, 0.00, 0.00, 0.00, 0.00, 0.00, 0.00, 0.00, 0.00, 0.00, 0.00, 0.00, 0.00, 0.00, 0.00, 0.00, 0.01, 0.00, 0.00, 0.00, 0.00, 0.00, -0.05, 0.72, -0.01, 0.36, 0.00, 0.00, -0.02, -0.03, 0.00, 0.02, 0.00, 0.00, 0.00, 0.00, 0.00, 0.00, 0.00, 0.00, 0.00, 0.00, 0.00, 0.00, 0.00, 0.00, 0.00, 0.00, 0.00, 0.00, 0.00, 0.00, 0.00, 0.00, 0.00, 0.00, 0.00, 0.00, 0.00, 0.00, 0.00, 0.00, 0.00, 0.00, 0.00, 0.00, 0.00, 0.00, 0.00, 0.00, 0.00, 0.00, 0.00, 0.00], "spin_multiplicity": 2, "homo_lumo_gap_ev": [7.5, 1.5], "energy_ha": -1934.32738, "charge": 1, "e_lumo_ev": [-2.9, -8.9]}


{"formula": "C15H48O9", "method": "ωB97M-V/def2-TZVPD", "symbols": ["C", "C", "O", "H", "H", "H", "H", "H", "H", "C", "C", "O", "H", "H", "H", "H", "H", "H", "C", "C", "O", "H", "H", "H", "H", "H", "H", "C", "C", "O", "H", "H", "H", "H", "H", "H", "C", "C", "O", "H", "H", "H", "H", "H", "H", "C", "C", "O", "H", "H", "H", "H", "H", "H", "C", "O", "H", "H", "H", "H", "C", "O", "H", "H", "H", "H", "C", "O", "H", "H", "H", "H"], "coordinates": [[-2.700986, -0.200018, 0.720492], [-2.799656, 0.290462, 2.210782], [-4.163496, 0.542812, 2.490472], [-1.671476, -0.380188, 0.411072], [-3.135996, 0.532122, 0.040172], [-3.188936, -1.156558, 0.533312], [-2.089856, 1.111832, 2.308902], [-2.456816, -0.474978, 2.906952], [-4.171296, 1.064942, 3.296032], [-0.480416, -1.549758, 1.859292], [-0.123466, -2.671388, 2.828232], [-0.240566, -2.223188, 4.127042], [-0.122196, -1.868208, 0.880322], [0.144754, -0.685828, 2.084852], [-1.542696, -1.310338, 1.907712], [0.880374, -2.993008, 2.550792], [-0.840766, -3.475608, 2.664472], [0.446994, -2.636968, 4.653972], [-0.394226, 2.624002, 1.971152], [-0.407516, 1.939322, 0.662372], [-0.462586, 0.530532, 0.811792], [0.519624, 2.380792, 2.513202], [-1.246396, 2.266202, 2.548992], [-0.469366, 3.711252, 1.989822], [0.447484, 2.193072, 0.035742], [-1.223716, 2.224552, -0.001388], [-0.073086, 0.124452, 0.033982], [2.487564, 0.366432, -0.065318], [2.544524, 1.115592, -1.402308], [2.432254, 2.496662, -1.120908], [2.708374, -0.697878, 0.015832], [1.516074, 0.499482, 0.410732], [3.183984, 0.858222, 0.613832], [1.753774, 0.876432, -2.113368], [3.497704, 0.927192, -1.896318], [3.263074, 2.880852, -0.831548], [2.158364, -0.835218, 1.914702], [1.423024, 0.387742, 2.579662], [2.318874, 0.931692, 3.525652], [3.107474, -0.453068, 1.538852], [1.577984, -1.157808, 1.050292], [2.336084, -1.669418, 2.593392], [0.575174, 0.061882, 3.182222], [1.110924, 1.158612, 1.875062], [1.963084, 1.752802, 3.873202], [-0.677366, 0.399002, -3.975178], [0.729134, 0.648092, -3.459658], [1.101754, -0.354168, -2.568368], [-1.058426, 1.209752, -4.596138], [-1.331906, 0.345132, -3.105248], [-0.697236, -0.509888, -4.576528], [0.761124, 1.600922, -2.931268], [1.447594, 0.683852, -4.278588], [1.953494, -0.703718, -2.840288], [0.245674, -2.608878, -3.112768], [0.105294, -3.935238, -3.617908], [1.244264, -2.226728, -3.324648], [-0.506726, -1.987658, -3.598638], [0.110774, -2.641918, -2.031658], [-0.821896, -4.173618, -3.689248], [0.130094, -0.824988, -0.416418], [0.042384, 0.454132, -0.966538], [0.023284, -1.590478, -1.184988], [1.087774, -0.968368, 0.083992], [-0.627796, -1.001118, 0.346922], [0.338864, 0.282482, -1.863338], [-1.740056, 1.155562, -1.542808], [-2.763916, 2.097252, -1.959828], [-1.977386, 0.871442, -0.517598], [-1.737186, 0.264352, -2.170368], [-0.728886, 1.526812, -1.709608], [-3.044756, 2.577492, -1.177468]], "forces_ev_per_a": [[-2.1, -1.3, 1.1], [0.0, -1.3, -1.6], [0.0, 0.8, 0.1], [-3.3, 0.5, 0.4], [-1.0, -0.4, 0.9], [-0.8, 0.0, 0.4], [-1.0, -0.2, 0.1], [-0.1, 0.1, 0.1], [-0.3, 0.0, 0.1], [0.7, -3.3, 3.3], [-0.8, -0.1, -1.9], [0.4, 0.5, 1.6], [-0.5, -2.3, 2.5], [-2.0, -1.8, -0.3], [1.1, -0.8, -0.1], [0.0, -0.4, 0.4], [0.1, -0.5, 0.0], [-0.1, 0.0, 0.2], [-0.2, 0.9, 1.5], [0.0, 0.5, -0.5], [-1.0, 9.8, 11.4], [-0.5, 0.6, 0.2], [0.5, 0.5, 0.3], [0.0, 0.1, -0.6], [0.3, 0.4, 0.5], [0.0, 0.8, 1.1], [-1.6, 6.6, 7.5], [0.9, 1.9, -2.0], [1.0, 0.8, 1.0], [-0.2, 1.0, -0.2], [0.7, 0.7, -1.9], [1.4, 0.7, -0.7], [0.3, 0.3, -0.5], [3.1, 2.1, 2.8], [0.4, -0.2, -0.2], [0.1, -0.2, 0.1], [0.3, 0.5, 2.3], [1.6, -0.6, 1.3], [1.3, 0.4, 0.4], [-0.2, -0.9, 1.6], [1.2, -0.9, 2.7], [-0.2, 0.3, 0.3], [0.0, 0.3, 0.0], [0.9, -1.3, 0.5], [-0.1, 0.0, 0.0], [0.6, -0.2, -1.3], [-1.1, 1.1, -4.1], [1.9, -5.1, -5.5], [0.3, 0.2, 0.1], [1.0, -0.4, -3.1], [-0.1, 0.2, -0.1], [-0.1, 0.4, -0.4], [0.0, 0.3, 0.0], [0.1, -0.1, 0.2], [-0.7, -1.7, -0.6], [0.6, -0.2, -0.2], [-0.4, -1.0, -0.4], [0.3, 0.1, 0.4], [0.0, -0.3, -0.7], [0.0, 0.2, 0.1], [2.1, -11.4, -7.9], [3.5, -1.8, -8.4], [0.0, 0.8, 0.7], [-1.6, -0.4, -1.9], [0.5, -0.5, -3.7], [-0.8, 0.1, 2.0], [-2.9, 2.3, -0.7], [0.0, -0.6, -0.6], [1.2, 0.8, -2.1], [-2.1, 0.1, 2.7], [-2.5, 2.3, -0.8], [-0.1, 0.0, 0.0]], "mulliken_charge": [-0.89, -0.06, -0.57, -0.63, 0.58, 0.47, -0.08, 0.46, 0.35, 1.14, -1.51, -0.53, -0.41, -0.89, 0.51, 0.43, 0.36, 0.35, -1.06, -0.42, -0.45, 0.31, 0.36, 0.48, -0.02, 0.58, -1.30, -0.62, -0.56, -0.56, 0.95, -0.58, 0.58, -0.13, 0.44, 0.40, -1.12, 0.19, -0.62, 0.64, 0.53, 0.57, 0.42, 0.27, 0.46, -2.00, -0.27, -0.58, 0.42, 0.93, 0.40, 0.35, 0.52, 0.66, -0.55, -0.61, 0.15, 0.24, 0.79, 0.36, 1.07, -0.37, -0.22, -0.62, 0.59, -0.23, 1.44, -0.70, -1.64, -0.30, 0.92, 0.42], "de_lowest_ev": 32.908, "homo_lumo_gap_ev": 8.6, "energy_ha": -1276.26988, "e_lumo_ev": 0.0}